Below is 6 unconnected molecules or ions with the total composition C30H55ClN10, with properties calculated with wB97M-V/def2-TZVPD.

XYZ file:
```
96
Properties=species:S:1:pos:R:3:forces:R:3:mulliken_charge:R:1
C -6.354851 -0.005573 -0.801601 1.0 0.1 0.1 -1.1112
C -6.560101 1.485247 -0.782581 -1.4 -0.2 0.6 -0.3697
N -5.632371 2.162227 -1.652831 2.1 2.0 -0.1 0.2060
C -5.518161 2.028487 -2.997031 0.8 0.2 -1.5 -0.3426
C -4.489351 2.851207 -3.462971 -0.7 -1.3 1.2 -0.3785
N -3.929541 3.442467 -2.359441 -2.3 -0.3 1.2 0.1504
C -4.675501 3.036957 -1.245951 0.7 0.4 -2.1 -0.1495
C -2.936061 4.543587 -2.420821 0.0 0.0 0.9 -0.8378
H -5.325591 -0.146973 -0.471851 0.0 -0.6 0.1 0.3243
H -6.439481 -0.366733 -1.826541 -0.1 -0.2 0.1 0.3338
H -7.053141 -0.526093 -0.146201 0.1 0.1 -0.1 0.3689
H -6.446721 1.926207 0.207779 0.0 -0.1 0.0 0.3003
H -7.595781 1.645967 -1.081971 0.1 0.6 -0.3 0.3086
H -6.139041 1.317247 -3.521471 0.0 0.3 -0.1 0.4033
H -4.036741 2.979027 -4.435181 -0.3 0.0 0.0 0.4337
H -4.593941 3.460827 -0.255961 0.2 -0.2 -0.1 0.3447
H -2.018411 4.170937 -1.965681 0.0 0.2 0.0 0.3315
H -3.343461 5.397867 -1.880131 0.1 -0.2 0.2 0.3358
H -2.736931 4.929327 -3.420651 -0.3 -0.7 -0.2 0.3416
C 3.230439 2.558367 -5.695401 0.1 -0.9 0.2 -1.3126
C 4.703299 2.888167 -5.943171 0.7 1.2 1.4 -0.1976
N 5.335719 3.354157 -4.623531 2.5 1.7 2.3 0.1187
C 4.895729 3.117297 -3.325251 -0.1 1.4 0.9 -0.2587
C 5.610069 3.921127 -2.403971 0.3 -2.2 -2.1 -0.5834
N 6.686779 4.408877 -3.117341 -1.6 -0.3 -2.7 0.1278
C 6.474479 4.164197 -4.456271 -1.7 -1.3 0.9 -0.1420
C 7.706309 5.298617 -2.612471 0.6 1.2 -0.4 -0.8311
H 3.198909 1.626057 -5.131591 -0.1 -0.2 -0.2 0.3799
H 2.654869 2.400737 -6.607531 0.4 0.0 -0.1 0.3461
H 2.644709 3.232447 -5.070401 0.5 0.6 -0.2 0.4092
H 4.888969 3.742897 -6.593601 -0.3 -0.1 -0.2 0.3429
H 5.363479 2.078267 -6.253561 -0.6 -0.2 -0.2 0.3074
H 4.067409 2.453937 -3.124661 0.0 0.3 0.0 0.5016
H 5.579919 4.078027 -1.335851 -0.3 -0.4 -0.1 0.4239
H 7.041469 4.585797 -5.273091 0.1 -0.1 0.2 0.3688
H 7.213989 6.238827 -2.364011 0.2 0.0 0.3 0.3804
H 8.416249 5.531267 -3.406161 -0.1 -0.1 -0.1 0.3024
H 8.313729 4.920187 -1.790311 -0.6 -0.3 0.1 0.3165
C 1.877639 -4.533813 2.138019 -0.4 1.0 -1.7 -1.1353
C 1.276579 -3.200703 2.607249 0.2 -0.5 -0.4 -0.4233
N 1.316949 -3.222483 4.052429 -0.7 -0.3 2.8 0.2354
C 2.423399 -3.551413 4.832149 -0.3 0.1 0.2 -0.4569
C 2.014209 -3.703593 6.141789 0.9 0.5 -2.3 -0.3331
N 0.688879 -3.442223 6.170899 -0.2 -0.6 -2.6 0.1459
C 0.232369 -3.178613 4.848719 1.9 -0.5 2.9 -0.1869
C 0.002549 -3.570993 7.427529 -1.4 1.6 0.6 -0.7931
H 1.755379 -4.547603 1.054979 0.2 0.1 -0.2 0.3748
H 1.301769 -5.415603 2.418969 0.4 0.1 0.8 0.3228
H 2.956359 -4.532563 2.294389 -0.2 -0.5 0.3 0.3977
H 0.236249 -3.074483 2.307439 0.1 -0.1 0.0 0.3379
H 1.813339 -2.314803 2.267879 0.1 -0.2 -0.2 0.3024
H 3.402709 -3.664293 4.390999 -0.2 0.0 0.1 0.4073
H 2.612909 -3.977603 6.997869 -0.3 0.1 0.0 0.4358
H -0.792371 -2.973053 4.576589 0.2 -0.1 0.0 0.3887
H 0.050359 -2.574893 7.867489 -0.5 0.1 0.2 0.3469
H 0.488899 -4.171343 8.196379 0.0 -0.6 -0.8 0.3173
H -1.039941 -3.821923 7.231729 0.2 -0.2 0.4 0.3123
C -1.536411 -2.818013 -3.921881 -0.8 -0.9 0.7 -1.1306
C -2.901211 -3.627463 -4.069461 1.3 1.1 -0.8 -0.3853
N -2.706211 -4.774203 -4.955531 -0.8 -2.7 -1.4 0.2061
C -1.815611 -5.801863 -4.743181 0.6 -1.3 -1.3 -0.3769
C -1.954121 -6.754303 -5.768611 0.5 1.2 1.6 -0.3578
N -2.974051 -6.346623 -6.543731 -2.5 3.1 0.5 0.1028
C -3.473591 -5.153823 -6.029231 1.7 -0.9 0.4 -0.1356
C -3.536131 -6.980433 -7.741631 1.4 -0.1 -1.5 -0.8384
H -0.958391 -3.222593 -3.091031 0.0 -0.2 0.0 0.3256
H -1.717801 -1.781633 -3.637091 -0.2 0.0 -0.3 0.3884
H -0.885941 -2.887673 -4.793741 -0.4 0.1 -0.2 0.3628
H -3.632361 -3.019803 -4.602651 -0.1 0.1 0.4 0.3079
H -3.291431 -3.989473 -3.118261 0.0 0.2 -0.1 0.3192
H -1.100951 -5.851173 -3.934951 -0.1 0.3 -0.1 0.3828
H -1.372581 -7.631433 -6.011181 -0.1 0.0 0.2 0.4551
H -4.325041 -4.602613 -6.400191 0.1 -0.1 -0.1 0.3338
H -3.652351 -8.058093 -7.626471 -0.5 0.3 0.3 0.3475
H -2.820271 -6.852203 -8.553541 0.7 -0.3 0.2 0.3907
H -4.323561 -6.445793 -8.272861 -0.8 -0.1 1.3 0.3008
C -1.351511 3.404167 5.339589 0.4 1.1 -1.6 -1.1102
C -0.912131 2.228577 6.100959 -1.2 -1.5 1.5 -0.5881
N 0.445829 2.249037 6.578209 1.6 -0.1 0.8 0.2055
C 1.543819 2.106317 5.763679 0.5 -0.2 -1.4 -0.6214
C 2.690739 2.275657 6.463059 -1.4 -0.1 1.3 -0.2791
N 2.270479 2.448007 7.771299 -1.2 0.5 -0.1 0.1033
C 0.871839 2.424667 7.833929 3.0 0.6 -0.9 -0.0850
C 3.224319 2.710277 8.852079 -0.8 0.0 1.4 -0.8226
H -1.184041 4.393397 5.765589 -0.2 -0.3 0.7 0.3530
H -2.410881 3.281287 5.114329 0.1 0.2 -0.2 0.3340
H -0.757341 3.468937 4.428069 -0.4 -0.1 -0.4 0.3777
H -1.025991 1.269307 5.596049 0.0 0.2 -0.6 0.3295
H -1.587331 2.088617 6.945129 0.3 0.1 0.5 0.3866
H 1.505279 1.812897 4.725019 -0.5 0.3 0.0 0.5296
H 3.737969 2.313677 6.201779 -0.2 -0.2 -0.1 0.4719
H 0.270139 2.666617 8.697539 0.1 -0.2 0.0 0.4239
H 2.710799 3.330307 9.586899 0.1 0.1 0.0 0.3244
H 4.127459 3.249507 8.566299 -0.3 -0.2 -0.5 0.3480
H 3.472069 1.781667 9.366289 0.2 0.0 -0.2 0.3167
Cl 0.516889 1.636827 -0.054791 -0.1 -0.1 0.0 -0.9874
```
Forces are in eV/Å.

The multiplicity is 1. Its net charge is +4. For the gap between HOMO and LUMO, the calculation gives 6.078 eV. For the energy above the lowest of the compared OMol25 structures with the same formula, charge and spin, the calculation gives 2.059 eV.

Below is a molecular structure, C27H28Br2N3NiO8, with properties calculated with wB97M-V/def2-TZVPD.

XYZ file:
```
69
Properties=species:S:1:pos:R:3:forces:R:3:mulliken_charge:R:1
Ni 0.154592 1.655210 0.215218 0.0 0.6 -0.5 1.3506
C -2.385466 -5.817160 1.896074 0.1 0.1 0.0 -2.0509
C -1.138499 -5.000652 2.249138 0.0 0.0 0.1 2.0979
C 0.079149 -5.715924 1.646710 -0.1 0.0 0.0 -1.6499
C -1.017733 -4.976171 3.781334 0.0 0.0 -0.1 -1.6765
C -1.213027 -3.568560 1.723058 -0.2 -0.1 -0.1 -0.2652
C -0.217106 -2.654205 2.041073 0.2 0.0 0.1 -0.5551
C -0.318280 -1.370101 1.570127 0.0 0.4 -0.3 -0.3585
Br 1.032314 -0.072136 2.018338 0.0 -0.2 0.2 -0.2187
C -1.356228 -0.858166 0.747257 0.2 -0.4 0.1 0.6459
O -1.328208 0.363347 0.336216 -0.2 0.4 -0.3 -1.4127
C -2.382685 -1.804377 0.442168 0.1 0.3 0.0 0.1695
C -2.259898 -3.101104 0.932951 0.1 0.0 0.1 0.2649
C -3.662300 -1.492992 -0.364438 0.0 -0.1 0.0 2.1332
C -3.756643 -0.086455 -0.964336 0.1 0.0 0.0 -2.0223
C -4.871318 -1.682592 0.566009 0.0 0.0 0.0 -1.6837
C -3.768475 -2.484215 -1.537030 0.0 0.0 0.0 -1.7152
H -2.294450 -6.817915 2.323909 0.0 0.0 0.0 0.4454
H -2.499123 -5.925292 0.815815 0.0 0.0 0.0 0.3690
H -3.287770 -5.356389 2.302496 0.0 0.0 0.0 0.3869
H 0.148840 -6.737027 2.032802 0.0 0.0 0.0 0.4371
H 1.007391 -5.193580 1.883970 0.0 0.0 0.0 0.3156
H -0.015561 -5.764770 0.560352 0.0 0.0 0.0 0.3759
H -0.994502 -5.994818 4.178650 0.0 0.0 0.0 0.4470
H -1.874617 -4.454772 4.211616 0.0 0.0 0.0 0.3812
H -0.112677 -4.462460 4.105986 0.0 0.0 0.0 0.3159
H 0.637568 -2.928858 2.647581 0.0 0.0 0.0 0.4248
H -3.050233 -3.793401 0.678725 0.0 0.0 0.0 0.1090
H -3.699209 0.688463 -0.207589 0.1 0.1 0.0 0.3812
H -4.712819 0.011641 -1.488229 0.0 -0.1 0.0 0.5137
H -2.955965 0.092390 -1.678469 0.0 0.1 0.0 0.1376
H -4.805712 -0.999965 1.415241 0.0 0.0 0.0 0.3629
H -4.924942 -2.702723 0.951751 0.0 0.0 0.0 0.2984
H -5.798726 -1.471393 0.026603 0.0 0.0 0.0 0.4506
H -2.893799 -2.389185 -2.183227 0.0 0.0 0.0 0.3537
H -4.660393 -2.265130 -2.129836 0.0 0.0 0.0 0.4761
H -3.836590 -3.519014 -1.198273 0.0 0.0 0.0 0.2966
C 5.373183 0.554938 -1.044594 -0.2 0.1 0.0 -1.2927
C 3.980859 0.626487 -1.602479 -0.1 0.0 0.0 0.3668
C 3.691284 0.380822 -2.937675 0.0 0.0 0.1 -0.4450
C 2.380334 0.408054 -3.376180 0.0 0.0 -0.1 -0.6823
C 1.383083 0.672559 -2.455344 -0.1 -0.1 0.1 0.0748
Br -0.417074 0.604754 -2.997972 0.1 0.0 -0.1 -0.0247
N 1.634507 0.935697 -1.177440 -0.2 0.2 0.0 0.3013
C 2.907589 0.925439 -0.771687 0.1 -0.1 -0.1 -0.2339
H 6.082300 0.226026 -1.802879 0.0 0.0 0.0 0.3699
H 5.402476 -0.142649 -0.206369 0.1 0.0 0.0 0.3351
H 5.677212 1.530839 -0.673454 0.1 0.1 0.1 0.2579
H 4.487794 0.151234 -3.635286 0.0 0.0 0.0 0.3688
H 2.117519 0.207970 -4.404244 0.0 0.0 0.0 0.4209
H 3.079099 1.147505 0.273250 -0.1 0.1 0.0 0.3932
O -1.560050 4.815214 -1.828722 0.1 -0.1 0.0 -0.7526
C -0.723346 4.166218 -1.209780 0.1 0.4 0.2 0.0349
O -0.851884 2.936544 -0.880933 -0.1 -0.4 0.1 -0.1660
C 0.565496 4.883792 -0.804520 -0.1 -0.5 -0.1 0.2778
C 0.786955 6.126470 -1.350720 0.2 0.3 -0.1 -0.5152
C 1.955856 6.840240 -1.088530 -0.2 -0.7 0.2 -0.3506
C 2.929020 6.289892 -0.258752 0.2 0.3 0.0 -0.2494
C 2.705761 5.061010 0.287863 -0.5 0.1 -0.2 -0.0891
C 1.519970 4.288123 0.073970 0.0 0.5 0.0 0.8205
O 1.378340 3.184099 0.694736 0.2 -0.8 0.3 -1.1107
N 3.724480 4.490622 1.163882 0.2 -0.4 0.1 0.8639
O 3.702247 4.766540 2.343747 0.0 0.1 -0.1 -0.6086
O 4.537692 3.738358 0.650466 0.0 0.0 0.0 -0.5593
N 2.179789 8.128128 -1.676130 0.1 0.6 -0.1 1.0111
O 3.229613 8.712413 -1.419337 -0.1 -0.2 0.0 -0.6715
O 1.313162 8.605857 -2.392587 0.1 -0.1 0.0 -0.6399
H 0.024751 6.545519 -1.991512 0.0 0.0 0.0 0.6255
H 3.835082 6.841737 -0.050529 0.0 0.0 0.0 0.5369
```
Forces are in eV/Å.

The multiplicity is 3. Its net charge is -1. For the gap between HOMO and LUMO (spin up / spin down), the calculation gives 7.468 / 7.468 eV.

Sequential DFT total energy output: -2182.5912; -8468.2063 hartree